Record 1
Entry from the Open Molecules 2025 dataset: a cluster of 3 separate species, C4H14N2O2 in total at a distorted geometry (wB97M-V/def2-TZVPD).

Calculated values
Total energy, hartree: -420.74884
Kohn-Sham gap, eV: 9.532
Maximum force, eV/A: 3.6
E_LUMO, eV: 0.70
Relative energy (zero: lowest compared OMol25 entry of this formula, charge and spin), kcal per mole: 35.3
SMILES: CCC/N=C\N.O.O
HOMO energy, eV: -8.8344

Structure (ORCA input):
```
! wB97M-V def2-TZVPD RIJCOSX def2/J DEFGRID3
* xyz 0 1
C -0.69 0.48 -2.37
C 0.53 0.83 -1.47
C 0.59 -0.19 -0.26
N 1.00 0.43 0.93
C 0.53 1.39 1.61
N -0.53 2.18 1.16
H -1.51 1.14 -2.36
H -0.30 0.20 -3.36
H -1.08 -0.52 -2.07
H 1.44 0.75 -2.08
H 0.43 1.89 -1.09
H 1.19 -1.10 -0.61
H -0.46 -0.54 -0.05
H 0.95 1.60 2.58
H -0.86 2.19 0.22
H -0.83 2.95 1.74
O 1.51 -2.30 1.94
H 2.28 -1.73 2.03
H 0.79 -1.65 2.04
O -1.77 -2.70 0.08
H -2.31 -2.70 0.88
H -0.91 -2.60 0.51
*
```


Record 2
Entry from the Open Molecules 2025 dataset: a structure of composition C16H15Cl4N2O2SSiV at a distorted geometry (wB97M-V/def2-TZVPD).

Calculated values
Total energy, hartree: -4351.28189
Kohn-Sham gap (spin up / spin down), eV: 5.070 / 6.383
Maximum force, eV/A: 1.6
E_LUMO (spin up / spin down), eV: 2.13 / 2.11
Relative energy (zero: lowest compared OMol25 entry of this formula, charge and spin), kcal per mole: 14.3
HOMO energy (spin up / spin down), eV: -2.9420 / -4.2743

Structure (ORCA input):
```
! wB97M-V def2-TZVPD RIJCOSX def2/J DEFGRID3
* xyz -1 4
V -0.44 -0.40 0.22
Cl 3.95 -1.31 4.87
C 3.11 -1.44 3.36
C 3.80 -1.66 2.19
Cl 5.53 -1.84 2.19
C 3.09 -1.73 0.98
Cl 3.91 -1.99 -0.54
C 1.71 -1.61 0.92
O 1.01 -1.66 -0.21
C 0.99 -1.36 2.15
O -0.32 -1.16 2.05
C 1.71 -1.29 3.33
Cl 0.81 -0.99 4.78
N -2.51 2.22 -0.07
C -1.20 2.44 -0.41
N -0.35 1.47 -0.63
C 0.92 2.03 -0.95
C 2.05 1.29 -1.28
C 3.23 1.97 -1.52
C 3.29 3.37 -1.46
C 2.16 4.10 -1.16
C 0.98 3.42 -0.89
S -0.58 4.06 -0.47
H -2.80 1.25 -0.24
H -3.18 2.89 -0.41
H 2.00 0.21 -1.30
H 4.12 1.39 -1.75
H 4.22 3.88 -1.65
H 2.20 5.19 -1.11
C -3.47 -0.61 -2.14
Si -2.57 -1.39 -0.64
C -3.89 -1.33 0.74
C -2.50 -3.21 -1.08
H -4.56 -0.55 -1.99
H -3.31 -1.24 -3.03
H -3.11 0.39 -2.40
H -4.90 -1.20 0.34
H -3.71 -0.55 1.49
H -3.87 -2.28 1.29
H -3.52 -3.60 -1.25
H -2.04 -3.80 -0.28
H -1.91 -3.36 -1.99
*
```


Record 3
Entry from the Open Molecules 2025 dataset: a cluster of 40 separate species, H80O40 in total at a distorted geometry (wB97M-V/def2-TZVPD).

Calculated values
Total energy, hartree: -3057.04653
Kohn-Sham gap, eV: 9.155
Maximum force, eV/A: 13.8
E_LUMO, eV: -0.67
Relative energy (zero: lowest compared OMol25 entry of this formula, charge and spin), kcal per mole: 446.0
HOMO energy, eV: -9.8267

Structure (ORCA input):
```
! wB97M-V def2-TZVPD RIJCOSX def2/J DEFGRID3
* xyz 0 1
H -0.99 -1.54 -2.97
H 0.30 -1.11 -3.80
O -0.02 -1.70 -3.11
H 3.25 5.60 1.20
H 3.27 5.85 -0.22
O 3.56 5.30 0.43
H 2.37 -2.79 -0.59
H 1.00 -2.09 -0.73
O 1.81 -2.02 -0.29
H -0.98 -4.06 -2.62
H -1.96 -4.43 -3.75
O -1.08 -4.54 -3.41
H 0.64 -6.41 0.60
H 1.17 -6.06 1.96
O 1.41 -6.58 1.21
H 0.54 2.06 -0.16
O 1.05 2.51 0.28
H -2.27 0.69 -1.53
O -2.94 0.02 -1.72
H 0.78 1.27 1.82
H 0.64 2.72 2.22
O 0.85 1.86 2.60
H -1.23 3.74 -3.79
H -0.01 3.49 -3.01
O -0.60 2.93 -3.63
H -4.18 -1.67 -1.75
H -4.60 -2.25 -3.12
O -4.69 -1.53 -2.49
H 4.80 0.91 2.25
H 3.19 0.91 1.96
O 3.92 1.45 2.32
H -1.58 -0.79 1.30
O -1.16 0.23 1.36
H 0.54 1.48 -3.28
H 1.90 0.76 -3.10
O 1.02 0.85 -2.76
H -1.84 3.23 4.48
H -2.59 4.62 4.30
O -2.34 3.85 3.79
H 2.85 -2.48 1.81
H 1.94 -3.40 2.81
O 2.51 -2.72 2.73
H 3.20 -0.71 -2.63
H 4.08 -0.54 -3.84
O 3.65 -0.12 -3.21
H -1.81 -1.90 2.37
H -3.03 -2.48 1.54
O -2.01 -2.32 1.57
H -1.50 4.35 -0.82
H -0.11 3.98 -0.18
O -0.57 4.41 -0.79
H 1.31 -1.65 4.82
O 0.79 -0.97 4.43
H -5.44 0.75 -2.57
H -6.09 0.22 -3.54
O -6.00 1.16 -3.20
H 0.97 1.49 5.83
O 1.02 2.00 5.11
H 2.85 -3.54 -3.52
H 4.44 -3.24 -3.43
O 3.59 -3.04 -3.12
H -1.74 2.30 -0.56
H -0.74 2.58 -2.04
O -1.05 2.02 -1.20
H -1.94 -5.79 1.69
H -2.78 -4.47 1.68
O -2.04 -4.88 1.36
H -4.36 -2.84 4.33
H -3.50 -3.85 4.48
O -3.78 -3.28 3.61
H 1.83 -4.21 -4.16
H 0.27 -3.79 -4.29
O 1.21 -3.50 -4.28
H 4.68 -1.23 0.35
H 5.97 -1.73 -0.30
O 5.48 -0.99 -0.09
H 1.54 6.84 -0.77
H 0.27 5.75 -0.97
O 0.72 6.68 -0.86
H 2.59 -0.19 -5.41
H 2.68 1.33 -5.48
O 3.09 0.51 -5.70
H 0.72 3.66 5.42
H 0.54 4.55 4.23
O 1.13 4.49 4.92
H -2.79 -0.48 -5.71
H -3.78 -0.36 -4.52
O -3.50 -0.99 -5.36
H -2.72 2.43 1.23
O -3.17 2.10 0.36
H 3.92 1.40 -1.80
H 3.69 0.37 -1.05
O 3.41 1.26 -0.97
H 1.00 -1.07 3.46
H 1.97 2.65 -0.04
H 1.43 1.70 4.44
H -2.88 -0.30 -2.54
H -0.42 0.20 0.72
H -2.90 1.01 0.37
O -4.60 1.52 3.59
H -4.68 1.80 2.70
H -3.72 1.51 3.77
O -2.48 -1.15 4.79
H -1.55 -1.27 4.44
H -2.53 -0.32 4.28
O -3.03 2.35 -3.00
H -3.01 1.97 -2.08
H -4.00 2.98 -3.04
O 0.78 5.11 1.20
H 1.31 5.41 0.39
H 1.18 4.37 1.66
O 3.63 -4.27 -0.40
H 4.21 -4.93 -0.76
H 3.48 -4.46 0.42
O 0.94 -4.02 5.25
H 0.24 -4.64 5.06
H 0.71 -3.15 5.15
O -0.47 -3.38 -1.18
H 0.27 -2.78 -1.61
H -0.75 -2.79 -0.48
*
```